# 1
A structure of composition C35H43FN4O6PTl, computed with ωB97M-V with the def2-TZVPD basis set.

## Properties
* E: -71937.075 eV
* largest force on an atom: 0.19 eV/A
* molar mass: 870.11 g mol⁻¹
* LUMO: -1.44 eV

Element x y z (Å)
Tl: 1.528 -3.415 3.259
N: 0.685 -0.896 4.154
C: -0.557 -0.784 4.751
C: -0.644 -0.191 6.015
C: -1.842 -0.118 6.701
C: -2.989 -0.652 6.133
C: -2.905 -1.236 4.878
C: -1.719 -1.304 4.144
C: -1.744 -1.938 2.786
C: -2.932 -1.799 2.050
C: -3.130 -2.477 0.856
C: -2.119 -3.290 0.365
C: -0.922 -3.373 1.070
C: -0.673 -2.711 2.280
H: 1.440 -0.362 4.556
H: 0.707 -0.862 3.145
H: 0.261 0.213 6.455
H: -1.874 0.344 7.680
H: -3.932 -0.632 6.662
H: -3.796 -1.685 4.458
H: -3.724 -1.155 2.418
H: -4.073 -2.376 0.327
H: -2.260 -3.852 -0.554
H: -0.137 -4.010 0.663
F: -0.971 -2.508 -3.230
C: 0.147 -1.821 -2.840
C: 0.852 -2.265 -1.760
C: 1.935 -1.521 -1.299
C: 2.559 -1.910 -0.005
O: 2.282 -2.993 0.500
C: 3.447 -0.902 0.543
C: 3.851 0.115 -0.247
N: 3.387 0.375 -1.510
C: 3.852 1.529 -2.228
C: 4.581 1.314 -3.523
C: 5.327 1.761 -2.298
C: 2.326 -0.367 -1.990
C: 1.588 0.056 -3.103
C: 0.471 -0.641 -3.513
N: -0.378 -0.036 -4.494
C: -1.408 0.845 -3.991
C: -2.749 0.141 -3.837
N: -3.119 -0.448 -5.179
C: -2.081 -1.418 -5.687
C: -0.723 -0.717 -5.716
C: 3.832 -0.795 2.022
O: 4.824 -0.100 2.284
O: 3.005 -1.307 2.812
H: 0.550 -3.143 -1.206
H: 4.574 0.816 0.150
H: 3.211 2.402 -2.155
H: 4.416 2.026 -4.320
H: 4.714 0.288 -3.838
H: 5.672 2.783 -2.243
H: 5.964 1.036 -1.810
H: 1.835 0.975 -3.614
H: -1.532 1.699 -4.673
H: -1.107 1.245 -3.022
H: -3.547 0.825 -3.550
H: -2.699 -0.687 -3.133
H: -3.219 0.317 -5.851
H: -4.024 -0.911 -5.119
H: -2.395 -1.739 -6.680
H: -2.088 -2.258 -5.002
H: -0.732 0.012 -6.539
H: 0.040 -1.456 -5.954
C: -2.895 0.826 -0.439
C: -1.525 0.187 -0.486
O: -0.509 1.193 -0.376
P: 0.465 0.927 0.939
O: -0.551 1.214 2.170
C: -1.231 2.457 2.386
C: -2.373 2.201 3.343
O: 1.251 2.346 0.775
C: 2.299 2.568 1.740
C: 3.289 3.554 1.172
H: -3.670 0.083 -0.638
H: -2.972 1.642 -1.166
H: -3.084 1.244 0.549
H: -1.364 -0.351 -1.423
H: -1.431 -0.559 0.309
H: -1.583 2.856 1.430
H: -0.523 3.177 2.804
H: -3.075 1.481 2.920
H: -2.906 3.130 3.554
H: -2.002 1.784 4.280
H: 2.792 1.626 1.998
H: 1.849 2.965 2.656
H: 3.713 3.180 0.240
H: 4.103 3.700 1.883
H: 2.813 4.516 0.974

What are the Löwdin partial charges on each atom? They are as follows, in elementary charge units: 0.810, 0.051, -0.272, -0.046, -0.112, -0.111, -0.057, -0.132, -0.211, -0.087, -0.138, -0.127, -0.186, -0.219, 0.095, 0.009, 0.109, 0.096, 0.091, 0.103, 0.098, 0.090, 0.089, 0.065, 0.033, -0.202, 0.083, -0.043, -0.315, -0.032, -0.049, 0.007, 0.007, -0.292, -0.091, -0.082, -0.129, 0.079, -0.176, -0.097, -0.130, -0.092, 0.063, -0.089, -0.136, -0.665, -0.013, -0.195, 0.121, 0.137, 0.148, 0.101, 0.111, 0.106, 0.112, 0.126, 0.135, 0.128, 0.133, 0.124, 0.177, 0.181, 0.134, 0.118, 0.129, 0.145, -0.061, -0.313, -0.301, 0.932, -0.306, -0.277, -0.059, -0.300, -0.292, -0.063, 0.071, 0.072, 0.065, 0.078, 0.077, 0.107, 0.110, 0.067, 0.079, 0.070, 0.093, 0.113, 0.055, 0.086, 0.078

***

# 2
An isolated molecule of C5H9NO2, computed with ωB97M-V with the def2-TZVPD basis set.

## Properties
* E: -10913.169 eV
* largest force on an atom: 6.94 eV/A
* SMILES string: C=C[C@](C)(N)C(=O)O
* molar mass: 115.13 g mol⁻¹
* LUMO: 0.66 eV

Element x y z (Å)
C: -0.443 0.101 1.383
C: 0.077 0.324 0.026
C: -0.842 -0.306 -1.017
C: -1.959 -0.889 -0.792
C: 1.319 -0.566 -0.111
H: -1.546 0.750 1.670
H: 0.139 0.610 2.091
H: -0.535 -1.178 1.644
H: 0.745 1.839 -1.164
H: 0.984 2.166 0.407
H: -0.593 0.030 -2.003
H: -2.122 -0.931 0.447
H: -2.535 -1.474 -1.388
H: 3.175 -0.462 -0.566
N: 0.257 1.711 -0.245
O: 2.406 -0.015 -0.727
O: 1.473 -1.710 0.348

What are the natural (NBO) partial charges on each atom? They are as follows, in elementary charge units: -0.612, -0.093, -0.181, -0.344, 0.783, 0.233, 0.214, 0.268, 0.371, 0.365, 0.197, 0.194, 0.207, 0.496, -0.800, -0.699, -0.598

***

# 3
A structure of composition C20H23BCaN9O, computed with ωB97M-V with the def2-TZVPD basis set.

## Properties
* net charge: +2
* multiplicity: 2
* E: -55676.944 eV
* largest force on an atom: 0.61 eV/A
* molar mass: 456.36 g mol⁻¹
* LUMO (alpha / beta): -5.30 / -9.82 eV

Element x y z (Å)
Ca: 0.667 0.077 -0.635
C: -2.389 3.415 -0.610
C: -1.441 2.675 -1.318
N: -1.262 1.473 -0.777
N: -2.109 1.404 0.284
C: -2.773 2.578 0.406
B: -2.118 0.213 1.272
N: -2.060 -1.161 0.560
C: -2.950 -2.183 0.599
C: -2.431 -3.255 -0.082
C: -1.178 -2.812 -0.507
N: -0.954 -1.563 -0.116
N: -0.941 0.373 2.247
C: -0.822 0.330 3.595
C: 0.492 0.559 3.926
C: 1.133 0.729 2.699
N: 0.278 0.613 1.688
N: -3.538 0.257 1.959
C: -4.666 0.433 1.332
C: -5.728 0.297 2.283
C: -5.062 0.016 3.513
N: -3.777 -0.016 3.321
H: -2.734 4.415 -0.806
H: -0.872 2.969 -2.186
H: -3.456 2.771 1.216
H: -3.888 -2.114 1.121
H: -2.886 -4.217 -0.236
H: -0.432 -3.347 -1.075
H: -1.668 0.146 4.229
H: 0.918 0.605 4.912
H: 2.174 0.941 2.508
H: -4.722 0.635 0.272
H: -6.787 0.385 2.093
H: -5.492 -0.157 4.486
O: 0.661 -0.336 -2.946
C: 1.825 -0.999 -3.505
C: 2.897 -0.011 -3.918
C: 3.362 0.913 -2.779
C: 3.959 0.166 -1.617
C: 5.321 -0.100 -1.558
C: 5.834 -0.805 -0.483
C: 4.973 -1.234 0.517
C: 3.632 -0.936 0.391
N: 3.127 -0.253 -0.648
H: 0.143 0.041 -3.665
H: 1.522 -1.618 -4.348
H: 2.186 -1.664 -2.720
H: 2.538 0.601 -4.748
H: 3.746 -0.583 -4.299
H: 2.525 1.523 -2.426
H: 4.099 1.609 -3.177
H: 5.970 0.254 -2.348
H: 6.894 -1.013 -0.422
H: 5.331 -1.784 1.375
H: 2.928 -1.257 1.152

What are the natural (NBO) partial charges on each atom? They are as follows, in elementary charge units: 1.802, -0.317, -0.012, -0.423, -0.370, -0.015, 0.937, -0.363, -0.005, -0.319, -0.001, -0.430, -0.374, 0.007, -0.318, -0.015, -0.447, -0.287, 0.116, -0.012, -0.041, -0.126, 0.261, 0.223, 0.225, 0.214, 0.260, 0.225, 0.250, 0.256, 0.223, 0.274, 0.265, 0.270, -0.817, -0.076, -0.425, -0.439, 0.233, -0.235, -0.112, -0.240, 0.034, -0.613, 0.510, 0.212, 0.186, 0.227, 0.239, 0.194, 0.252, 0.241, 0.247, 0.249, 0.202

***

# 4
A structure of composition C31H24N6O3Os, computed with ωB97M-V with the def2-TZVPD basis set.

## Properties
* E: -50085.695 eV
* largest force on an atom: 0.54 eV/A
* molar mass: 718.80 g mol⁻¹
* LUMO (alpha / beta): -0.36 / -0.36 eV

Element x y z (Å)
Os: -0.146 0.806 -0.267
O: -1.035 -3.648 0.178
C: -2.198 -3.493 0.841
C: -2.854 -4.660 1.238
C: -4.049 -4.595 1.922
C: -4.622 -3.362 2.226
C: -3.980 -2.207 1.832
C: -2.768 -2.244 1.136
C: -2.124 -0.977 0.729
O: -0.930 -1.054 0.198
N: -2.763 0.146 0.910
N: -1.993 1.224 0.487
C: -2.588 2.365 0.380
C: -1.960 3.604 -0.002
C: -2.782 4.751 0.065
C: -2.317 6.007 -0.227
C: -0.976 6.154 -0.605
C: -0.148 5.065 -0.693
C: -0.605 3.754 -0.416
O: 0.261 2.785 -0.568
H: -0.670 -2.753 0.020
H: -2.392 -5.607 0.994
H: -4.541 -5.512 2.222
H: -5.558 -3.309 2.765
H: -4.405 -1.238 2.053
H: -3.645 2.382 0.634
H: -3.814 4.615 0.366
H: -2.971 6.866 -0.166
H: -0.585 7.138 -0.834
H: 0.887 5.166 -0.993
C: 1.015 1.070 -5.538
C: 2.082 0.314 -5.072
C: 2.226 0.057 -3.719
C: 1.294 0.568 -2.821
C: 0.228 1.330 -3.283
C: 0.089 1.575 -4.641
N: 1.377 0.277 -1.400
N: 2.440 -0.339 -1.103
C: 2.287 0.227 1.242
C: 3.285 0.462 2.177
C: 3.093 1.417 3.154
C: 1.900 2.129 3.160
C: 0.955 1.862 2.197
N: 1.134 0.913 1.254
H: 0.910 1.265 -6.597
H: 2.808 -0.086 -5.767
H: 3.051 -0.536 -3.357
H: -0.493 1.769 -2.604
H: -0.744 2.170 -4.990
H: 4.191 -0.123 2.110
H: 3.861 1.615 3.888
H: 1.698 2.894 3.895
H: 0.010 2.384 2.158
N: 2.475 -0.725 0.239
C: 2.481 -2.108 0.509
C: 2.870 -3.016 -0.475
C: 2.856 -4.373 -0.198
C: 2.469 -4.845 1.047
C: 2.081 -3.937 2.020
C: 2.078 -2.577 1.758
H: 3.171 -2.658 -1.448
H: 3.152 -5.069 -0.972
H: 2.449 -5.907 1.250
H: 1.753 -4.286 2.991
H: 1.739 -1.884 2.517

What are the natural (NBO) partial charges on each atom? They are as follows, in elementary charge units: 0.989, -0.675, 0.335, -0.269, -0.177, -0.265, -0.163, -0.159, 0.546, -0.741, -0.419, -0.356, 0.105, -0.183, -0.167, -0.279, -0.174, -0.273, 0.360, -0.712, 0.514, 0.220, 0.210, 0.212, 0.233, 0.202, 0.207, 0.215, 0.212, 0.220, -0.199, -0.205, -0.219, 0.177, -0.230, -0.190, -0.159, -0.065, 0.362, -0.224, -0.159, -0.244, 0.061, -0.349, 0.218, 0.218, 0.239, 0.222, 0.220, 0.242, 0.228, 0.234, 0.229, -0.348, 0.242, -0.280, -0.178, -0.240, -0.166, -0.292, 0.229, 0.214, 0.215, 0.215, 0.218

***

# 5
A cluster of 5 separate species, CH12O4S2 in total, computed with ωB97M-V with the def2-TZVPD basis set.

## Properties
* E: -31091.261 eV
* largest force on an atom: 5.55 eV/A
* SMILES string: CSS.O.O.O.O
* molar mass: 152.24 g mol⁻¹
* LUMO: 0.32 eV

Element x y z (Å)
C: -0.869 1.902 -1.010
S: 0.601 2.609 -1.965
S: 2.327 1.716 -1.778
H: -1.555 2.749 -0.967
H: -0.601 1.580 0.006
H: -1.449 1.003 -1.377
H: 2.345 0.560 -2.512
H: -1.832 -2.063 1.605
H: -1.502 -0.772 1.065
O: -1.882 -1.571 0.733
H: -0.608 1.542 2.422
H: 0.218 0.311 1.642
O: -0.586 0.907 1.715
H: 2.738 -0.951 1.540
H: 1.770 -1.988 1.213
O: 1.865 -1.157 1.641
H: -0.557 -2.014 -0.640
H: -0.486 -2.385 -1.948
O: 0.064 -1.979 -1.384

What are the natural (NBO) partial charges on each atom? They are as follows, in elementary charge units: -0.757, 0.054, -0.137, 0.219, 0.259, 0.221, 0.120, 0.471, 0.489, -0.954, 0.499, 0.525, -1.001, 0.472, 0.480, -0.946, 0.483, 0.451, -0.948

***

# 6
A cluster of 2 separate species, C2H4N7 in total, computed with ωB97M-V with the def2-TZVPD basis set.

## Properties
* net charge: +1
* E: -12561.393 eV
* largest force on an atom: 6.96 eV/A
* molar mass: 126.10 g mol⁻¹
* LUMO: -6.83 eV

Element x y z (Å)
C: -0.843 0.252 0.393
C: 1.073 -0.784 -0.116
N: -5.348 -0.661 -0.674
N: 0.243 0.631 -0.181
N: -0.831 -1.172 0.823
N: 0.233 -1.686 0.530
N: -4.476 -0.293 -0.123
N: -1.939 0.916 0.667
N: 2.250 -0.953 -0.575
H: -2.020 1.894 0.423
H: -2.737 0.424 1.053
H: 2.738 -0.182 -1.029
H: 2.710 -1.860 -0.504

What are the natural (NBO) partial charges on each atom? They are as follows, in elementary charge units: 0.492, 0.638, 0.084, -0.501, 0.002, -0.154, -0.077, -0.689, -0.620, 0.442, 0.452, 0.471, 0.461